Entry 1:
{"formula": "C34H23NO", "method": "ωB97M-V with the def2-TZVPD basis set", "e_homo_ev": -6.503, "fmax_ha_per_bohr": 0.0350, "relative_energy_kcal_mol": 16.4, "e_tot_ha": -1439.30753, "elements": ["C", "C", "C", "C", "C", "C", "O", "C", "C", "C", "C", "C", "C", "C", "N", "C", "C", "H", "H", "H", "H", "H", "H", "H", "H", "H", "H", "C", "C", "C", "C", "C", "C", "C", "C", "C", "C", "C", "C", "C", "C", "C", "C", "C", "C", "C", "H", "H", "H", "H", "H", "H", "H", "H", "H", "H", "H", "H", "H"], "xyz": [[-3.96, 2.75, -0.78], [-3.02, 3.79, -0.73], [-1.68, 3.50, -0.48], [-1.26, 2.18, -0.12], [0.10, 1.88, 0.30], [1.02, 2.93, 0.78], [2.24, 2.86, 0.63], [0.46, 4.12, 1.53], [-0.65, 3.96, 2.36], [-1.20, 5.05, 3.02], [-0.57, 6.30, 2.91], [0.57, 6.46, 2.10], [1.11, 5.36, 1.44], [0.79, 0.87, -0.37], [1.50, 0.27, -1.08], [-2.21, 1.14, -0.27], [-3.54, 1.43, -0.56], [-5.01, 2.97, -1.01], [-3.33, 4.83, -0.89], [-0.94, 4.29, -0.56], [-1.07, 2.96, 2.44], [-2.11, 4.91, 3.59], [-0.99, 7.15, 3.45], [1.03, 7.45, 1.98], [2.01, 5.44, 0.85], [-1.88, 0.12, -0.11], [-4.27, 0.62, -0.62], [0.89, -2.23, -0.50], [2.31, -2.38, -0.21], [3.26, -1.78, -1.06], [4.62, -1.91, -0.87], [5.08, -2.75, 0.15], [4.17, -3.38, 1.01], [2.80, -3.19, 0.85], [-0.16, -2.53, 0.45], [-1.32, -2.92, -0.29], [-2.33, -3.66, 0.34], [-2.17, -4.04, 1.69], [-1.08, -3.55, 2.44], [-0.11, -2.75, 1.84], [-1.02, -2.81, -1.71], [0.35, -2.38, -1.86], [0.95, -2.43, -3.12], [0.27, -3.05, -4.19], [-1.03, -3.56, -4.02], [-1.69, -3.39, -2.79], [2.90, -1.12, -1.84], [5.30, -1.36, -1.53], [6.16, -2.89, 0.28], [4.53, -4.05, 1.79], [2.09, -3.70, 1.50], [-3.20, -3.97, -0.24], [-2.90, -4.70, 2.16], [-0.99, -3.82, 3.49], [0.72, -2.35, 2.42], [1.93, -2.00, -3.31], [0.76, -3.16, -5.16], [-1.53, -4.07, -4.84], [-2.72, -3.71, -2.64]], "lowdin_charge": [-0.11, -0.08, -0.03, -0.20, -0.14, -0.34, 0.05, -0.18, -0.05, -0.07, -0.09, -0.08, -0.03, -0.15, 0.22, -0.03, -0.10, 0.10, 0.10, 0.12, 0.12, 0.10, 0.10, 0.10, 0.12, 0.09, 0.10, 0.00, -0.16, -0.06, -0.05, -0.06, -0.07, -0.01, -0.11, -0.10, 0.00, -0.05, -0.06, -0.01, -0.10, -0.10, 0.01, -0.06, -0.06, -0.01, 0.07, 0.11, 0.11, 0.11, 0.10, 0.12, 0.11, 0.11, 0.12, 0.11, 0.11, 0.11, 0.11]}


Entry 2:
{"formula": "C34H24ClN2O6PS2Sc", "method": "ωB97M-V with the def2-TZVPD basis set", "e_homo_ev": -10.584, "fmax_ha_per_bohr": 0.0256, "total_charge": 1, "e_tot_ha": -4229.40002, "elements": ["Sc", "O", "C", "O", "C", "P", "C", "C", "C", "C", "C", "C", "C", "C", "C", "C", "C", "C", "H", "H", "H", "H", "H", "H", "H", "H", "H", "H", "H", "H", "S", "C", "C", "C", "C", "C", "C", "N", "C", "C", "C", "C", "C", "C", "C", "C", "N", "C", "C", "C", "C", "C", "S", "C", "H", "H", "H", "H", "H", "H", "H", "H", "H", "H", "H", "H", "O", "Cl", "O", "O", "O"], "xyz": [[0.48, -0.14, 0.58], [4.46, -0.63, -0.16], [3.39, -1.10, 0.10], [2.34, -0.36, 0.48], [3.05, -2.58, 0.01], [1.24, -2.80, 0.25], [0.53, -2.62, -1.42], [0.85, -1.48, -2.17], [0.19, -1.21, -3.37], [-0.79, -2.07, -3.82], [-1.12, -3.20, -3.08], [-0.47, -3.47, -1.89], [1.02, -4.52, 0.72], [0.24, -4.82, 1.84], [0.07, -6.14, 2.24], [0.68, -7.16, 1.52], [1.45, -6.87, 0.40], [1.62, -5.56, 0.00], [3.57, -3.11, 0.81], [3.42, -2.97, -0.94], [1.66, -0.83, -1.87], [0.47, -0.34, -3.95], [-1.30, -1.87, -4.76], [-1.89, -3.88, -3.44], [-0.74, -4.35, -1.31], [-0.22, -4.02, 2.40], [-0.53, -6.37, 3.11], [0.55, -8.19, 1.83], [1.92, -7.67, -0.16], [2.21, -5.33, -0.88], [5.45, 3.03, 0.34], [6.66, 4.22, 0.29], [6.13, 5.48, 0.26], [4.71, 5.46, 0.28], [4.19, 4.20, 0.31], [2.77, 3.82, 0.32], [2.39, 2.46, 0.29], [1.14, 2.06, 0.27], [0.15, 2.98, 0.26], [0.41, 4.35, 0.33], [-0.69, 5.27, 0.36], [-1.96, 4.83, 0.29], [-2.25, 3.43, 0.16], [-3.56, 2.93, 0.06], [-3.78, 1.59, -0.09], [-2.65, 0.76, -0.15], [-1.40, 1.19, -0.03], [-1.20, 2.52, 0.13], [-5.13, 1.01, -0.18], [-6.32, 1.67, -0.29], [-7.44, 0.80, -0.31], [-7.08, -0.51, -0.20], [-5.39, -0.69, -0.12], [1.76, 4.75, 0.37], [7.70, 3.94, 0.28], [6.73, 6.38, 0.23], [4.11, 6.36, 0.25], [3.14, 1.69, 0.29], [-0.47, 6.33, 0.44], [-2.79, 5.53, 0.32], [-4.39, 3.63, 0.11], [-2.77, -0.31, -0.30], [-6.41, 2.75, -0.36], [-8.47, 1.13, -0.38], [-7.72, -1.37, -0.18], [1.98, 5.81, 0.43], [-0.98, -1.80, 3.57], [-1.23, -0.78, 2.63], [-2.40, -0.03, 2.89], [-0.05, 0.14, 2.55], [-1.25, -1.34, 1.25]], "lowdin_charge": [1.02, 0.12, -0.61, -0.25, -0.19, 1.08, -0.35, -0.12, -0.06, -0.06, -0.05, -0.07, -0.38, -0.08, -0.06, -0.06, -0.07, -0.09, 0.11, 0.11, 0.10, 0.12, 0.11, 0.11, 0.11, 0.09, 0.11, 0.11, 0.11, 0.11, 1.09, -0.39, -0.17, -0.11, -0.48, -0.16, -0.04, 0.06, -0.14, -0.12, 0.00, 0.00, -0.11, 0.08, -0.17, -0.08, 0.06, -0.14, -0.48, -0.11, -0.16, -0.40, 1.07, 0.08, 0.07, 0.11, 0.11, 0.09, 0.13, 0.12, 0.13, 0.10, 0.11, 0.11, 0.07, 0.13, -0.22, 0.75, -0.22, -0.36, -0.43]}


Entry 3:
{"formula": "C34H24ClN7O5RuS", "method": "ωB97M-V with the def2-TZVPD basis set", "e_homo_ev": [-9.926, -9.884], "fmax_ha_per_bohr": 0.0931, "total_charge": 1, "s_squared": 0.755, "relative_energy_kcal_mol": 28.9, "spin_multiplicity": 2, "e_tot_ha": -3022.72841, "elements": ["Ru", "Cl", "C", "C", "C", "C", "O", "C", "C", "N", "C", "C", "C", "C", "C", "C", "C", "C", "N", "C", "C", "H", "H", "H", "H", "H", "H", "H", "H", "H", "H", "C", "C", "N", "C", "C", "N", "C", "O", "O", "C", "O", "O", "H", "H", "H", "H", "H", "N", "C", "C", "C", "C", "C", "C", "S", "N", "C", "C", "C", "C", "C", "C", "N", "H", "H", "H", "H", "H", "H", "H", "H", "H"], "xyz": [[-0.23, -0.01, 0.29], [3.84, 6.08, 1.03], [2.70, 4.85, 0.70], [1.43, 5.20, 0.19], [0.54, 4.22, -0.15], [0.86, 2.85, 0.01], [0.07, 1.95, -0.42], [2.14, 2.49, 0.60], [2.54, 1.14, 0.71], [1.80, 0.07, 0.39], [2.38, -1.16, 0.26], [3.75, -1.42, 0.05], [4.23, -2.71, -0.01], [3.40, -3.80, 0.18], [2.02, -3.60, 0.39], [1.12, -4.66, 0.62], [-0.20, -4.36, 0.87], [-0.64, -3.04, 0.83], [0.19, -2.02, 0.57], [1.50, -2.28, 0.39], [3.03, 3.52, 0.93], [1.19, 6.25, 0.06], [-0.43, 4.46, -0.55], [3.54, 0.95, 1.09], [4.44, -0.60, -0.10], [5.28, -2.88, -0.19], [3.78, -4.80, 0.18], [1.48, -5.67, 0.62], [-0.92, -5.14, 1.07], [-1.67, -2.81, 1.02], [4.00, 3.28, 1.32], [1.35, -0.96, 3.61], [0.25, 0.02, 3.47], [-0.35, 0.44, 2.36], [-1.29, 1.37, 2.75], [-1.27, 1.49, 4.12], [-0.28, 0.64, 4.54], [-2.03, 2.24, 5.16], [-2.99, 3.02, 4.75], [-1.72, 2.07, 6.31], [-2.21, 2.05, 1.75], [-3.02, 2.87, 2.19], [-2.08, 1.71, 0.56], [1.63, -1.39, 2.66], [1.06, -1.77, 4.29], [2.23, -0.49, 4.05], [-0.05, 0.51, 5.51], [-3.10, 3.05, 3.74], [-1.76, -0.70, -3.54], [-0.86, -0.36, -4.52], [-1.13, -0.66, -5.86], [-0.24, -0.31, -6.85], [0.94, 0.37, -6.53], [1.22, 0.69, -5.21], [0.34, 0.31, -4.20], [0.70, 0.71, -2.54], [-0.31, -0.30, -1.70], [-1.55, -0.62, -2.19], [-2.59, -0.85, -1.26], [-3.92, -1.23, -1.59], [-4.84, -1.41, -0.60], [-4.46, -1.23, 0.74], [-3.16, -0.87, 1.00], [-2.24, -0.69, 0.06], [-2.65, -1.05, -3.86], [-2.05, -1.18, -6.11], [-0.45, -0.56, -7.87], [1.63, 0.64, -7.30], [2.11, 1.23, -4.95], [-4.20, -1.36, -2.62], [-5.85, -1.69, -0.84], [-5.16, -1.37, 1.54], [-2.83, -0.72, 2.02]], "lowdin_charge": [1.39, 0.70, -0.68, -0.06, 0.03, -0.34, -0.27, -0.13, -0.02, -0.07, -0.23, 0.02, -0.05, -0.01, -0.14, 0.03, -0.02, -0.07, -0.01, -0.17, -0.06, 0.12, 0.13, 0.14, 0.12, 0.12, 0.12, 0.13, 0.12, 0.10, 0.11, 0.02, -0.32, 0.04, -0.11, -0.05, 0.19, -0.50, 0.15, 0.11, -0.59, 0.05, -0.03, 0.05, 0.10, 0.10, 0.18, 0.08, 0.14, -0.24, -0.01, -0.07, -0.07, -0.09, -0.42, 1.08, -0.37, -0.24, -0.16, 0.03, -0.02, 0.01, -0.11, -0.03, 0.14, 0.12, 0.11, 0.11, 0.11, 0.12, 0.12, 0.12, 0.13]}